12
Properties=species:S:1:pos:R:3 method="wB97M-V/def2-TZVPD" orbital_gap_ev=8.8 homo_ev=-8.2 lumo_ev=0.6 charge=0 spin_multiplicity=1 e_above_lowest_kcal_mol=119.6
C -0.45522 -0.13348 -1.21169
C 0.74257 1.42907 0.45613
N -0.38230 0.88063 0.32044
H -1.10375 0.64326 -1.60316
H -1.04406 -1.04253 -1.33166
H 0.50855 -0.08621 -1.72369
H 1.68597 1.07679 0.01958
H 0.82234 2.32028 1.07887
N 0.09997 -2.00253 0.90123
N -0.44096 -1.35073 1.74303
H -0.60958 -0.31379 1.39604
H 0.17647 -1.42075 -0.04512